1.
ORCA calculation (the ωB97M-V functional and the def2-TZVPD basis) on an isolated molecule of C2H5Br2P in a non-equilibrium geometry.

The geometry in ORCA input format:
```
! RIJCOSX wB97M-V def2-TZVPD def2/J DEFGRID3
* xyz 0 1
Br -2.852 -1.544 0.208
Br -2.039 1.770 0.181
P -1.525 -0.123 -0.847
C 1.276 0.416 -0.194
C 0.169 -0.515 0.239
H 0.392 -1.560 0.024
H -0.109 -0.391 1.284
H 1.514 0.281 -1.250
H 2.175 0.208 0.386
H 0.999 1.459 -0.031
*
```

Molecular weight = 219.84 g mol⁻¹
SMILES string = CCP(Br)Br
Energy = -151529.9492 eV
E_HOMO = -9.313 eV
ΔE to the lowest compared entry with this formula, charge and spin = 0.000 eV

2.
ORCA calculation (the ωB97M-V functional and the def2-TZVPD basis) on a structure of composition C4H12KO2 in a non-equilibrium geometry.

The geometry in ORCA input format:
```
! RIJCOSX wB97M-V def2-TZVPD def2/J DEFGRID3
* xyz 1 1
K -0.165 -1.932 0.045
O 0.398 0.439 1.346
O -1.301 -1.517 -2.367
C -0.579 0.834 -2.512
C 0.595 -0.003 3.695
C 1.330 0.500 2.413
C -0.726 -0.533 -3.221
H -0.455 0.853 1.500
H 2.155 -0.157 2.138
H 1.297 0.002 4.529
H -0.169 0.727 3.959
H 1.670 1.536 2.386
H -1.529 -2.277 -2.907
H -1.436 -0.334 -4.023
H 0.258 -0.800 -3.608
H 0.279 0.828 -1.839
H 0.221 -1.026 3.640
H -1.419 1.225 -1.938
H -0.425 1.635 -3.236
*
```

Molecular weight = 131.24 g mol⁻¹
Energy = -24757.3518 eV
E_HOMO = -14.270 eV
ΔE to the lowest compared entry with this formula, charge and spin = 0.334 eV

3.
ORCA calculation (the ωB97M-V functional and the def2-TZVPD basis) on a cluster of 3 separate species, C4H12NO2 in total in a non-equilibrium geometry.

The geometry in ORCA input format:
```
! RIJCOSX wB97M-V def2-TZVPD def2/J DEFGRID3
* xyz 0 2
O 0.570 0.442 2.181
O 0.372 1.803 4.646
N 0.680 0.345 -0.757
C -1.809 -1.610 -2.855
C 0.071 -0.409 -1.747
C 2.016 0.663 -0.835
C -1.214 -0.795 -1.766
H -0.461 1.353 4.859
H 2.461 1.225 -0.040
H 0.889 1.081 2.839
H -1.286 -1.748 -3.802
H 2.484 0.601 -1.810
H -1.716 -0.877 -0.812
H -2.030 -2.636 -2.513
H 0.263 0.296 0.165
H 0.313 2.584 5.211
H 0.757 -0.686 -2.532
H 0.462 -0.365 2.693
H -2.822 -1.264 -3.125
*
```

Molecular weight = 106.14 g mol⁻¹
Energy = -9925.3637 eV
E_HOMO (alpha / beta) = -5.650 / -7.990 eV
ΔE to the lowest compared entry with this formula, charge and spin = 0.257 eV

4.
ORCA calculation (the ωB97M-V functional and the def2-TZVPD basis) on a structure of composition C5H10NO in a non-equilibrium geometry.

The geometry in ORCA input format:
```
! RIJCOSX wB97M-V def2-TZVPD def2/J DEFGRID3
* xyz -1 1
O 2.255 0.021 -1.402
N 1.228 0.517 -0.800
C 1.756 1.350 0.278
C -1.188 -0.591 -0.231
C 0.147 -0.792 0.070
C -1.577 0.771 -0.722
C 0.808 -1.980 0.563
H -0.849 1.117 -1.534
H 0.929 -2.045 1.673
H -1.964 -1.235 0.329
H -2.588 0.958 -1.219
H 2.247 2.049 -0.281
H -1.558 1.469 0.022
H 1.882 -2.082 0.221
H 0.882 1.729 0.955
H 2.508 0.736 0.764
H 0.376 -2.965 0.316
*
```

Molecular weight = 100.14 g mol⁻¹
Energy = -8880.0923 eV
E_HOMO (alpha / beta) = -1.528 / -1.529 eV
ΔE to the lowest compared entry with this formula, charge and spin = 4.025 eV

5.
ORCA calculation (the ωB97M-V functional and the def2-TZVPD basis) on the ion C5H9N2O2 with charge -1 in a non-equilibrium geometry.

The geometry in ORCA input format:
```
! RIJCOSX wB97M-V def2-TZVPD def2/J DEFGRID3
* xyz -1 3
O 1.345 2.234 0.394
O 0.128 2.493 -1.486
N -1.103 -0.056 -0.036
N -2.014 0.980 -0.264
C -0.961 -0.367 1.360
C 1.126 -1.922 -0.561
C 0.554 1.821 -0.519
C 0.268 0.387 -0.502
C 1.250 -0.460 -0.679
H -0.161 -1.000 1.529
H 0.272 -2.425 -0.930
H 2.273 -0.095 -0.871
H -1.914 -0.705 1.628
H -1.792 1.663 0.491
H 1.229 -2.069 0.537
H -0.839 0.549 2.131
H 2.051 -2.443 -1.074
H -1.711 1.415 -1.149
*
```

Molecular weight = 129.14 g mol⁻¹
Energy = -12401.0271 eV
E_HOMO (alpha / beta) = -0.172 / -4.274 eV
ΔE to the lowest compared entry with this formula, charge and spin = 0.000 eV

6.
ORCA calculation (the ωB97M-V functional and the def2-TZVPD basis) on a structure of composition C57H38AsCeF12N5OP in a non-equilibrium geometry.

The geometry in ORCA input format:
```
! RIJCOSX wB97M-V def2-TZVPD def2/J DEFGRID3
* xyz 0 2
Ce -0.666 0.758 -0.117
As -1.997 3.579 0.870
P -3.315 0.995 -2.443
F -0.388 3.198 1.560
F -2.546 -0.078 -1.368
F -3.104 -0.076 -3.613
F -1.185 3.000 -0.679
F -1.396 5.200 0.535
F -2.500 3.981 2.490
F -4.718 0.358 -2.052
F -2.431 1.878 1.106
F -3.534 4.051 0.281
F -3.399 2.012 -1.173
F -3.929 2.073 -3.421
F -1.768 1.554 -2.712
O 2.077 3.077 0.736
N 1.919 -0.013 0.149
N 0.940 1.342 -2.536
N 0.229 0.742 2.359
N -0.292 -1.781 -0.780
N -1.989 -0.884 1.371
C -2.882 -1.738 0.786
C 4.483 -3.760 -3.686
C -4.450 1.863 5.867
C -4.337 -3.174 -1.918
C -0.068 1.673 4.455
C 0.976 0.481 -3.627
C 1.364 1.338 2.770
C -2.582 -2.570 -0.291
C -0.949 -3.769 -1.742
C -1.962 0.405 3.449
C -2.502 -0.104 5.805
C 4.250 1.251 3.895
C -5.324 -4.024 -2.381
C 1.196 1.947 4.066
C 2.617 -0.841 -0.700
C 0.106 -0.601 -3.753
C -0.668 0.908 3.388
C 0.888 4.837 -1.447
C 4.033 -0.640 -0.540
C 4.185 0.260 0.462
C -1.329 -2.645 -0.931
C 0.764 -2.365 -1.412
C -3.629 -3.498 -0.767
C 3.786 1.901 2.754
C 4.966 -4.743 -2.841
C -5.602 -5.205 -1.711
C 0.438 3.352 -3.837
C 5.407 1.675 4.521
C -3.241 0.099 6.954
C -4.220 1.079 6.986
C 2.860 0.587 0.911
C 0.366 -3.604 -2.024
C 0.253 -1.486 -4.803
C 1.997 0.650 -4.569
C -3.946 -0.907 2.575
C 6.108 2.763 4.028
C -2.593 -0.409 2.479
C 3.589 -3.887 -1.074
C -3.914 -4.677 -0.090
C 2.591 1.365 2.059
C -4.126 -1.731 1.515
C -3.719 1.659 4.710
C 0.107 4.660 -3.726
C 1.532 2.723 -0.253
C -2.745 0.669 4.676
C 4.500 2.987 2.262
C 3.553 -2.839 -3.232
C 0.923 2.624 -2.697
C 3.097 -2.899 -1.923
C 0.262 5.382 -2.498
C 5.645 3.423 2.904
C 2.142 -0.248 -5.607
C -4.892 -5.531 -0.568
C 4.520 -4.802 -1.531
C 1.273 -1.321 -5.728
C 2.098 -1.935 -1.387
C 1.460 3.459 -1.560
H -6.367 -5.871 -2.081
H -4.800 1.232 7.883
H -3.050 -0.508 7.825
H 3.238 -3.928 -0.054
H 3.175 -2.072 -3.888
H -0.149 6.375 -2.420
H 7.011 3.093 4.517
H -0.567 1.968 5.356
H 1.010 5.356 -0.508
H 4.895 -5.564 -0.863
H -1.734 -0.863 5.768
H 5.093 0.631 0.896
H 2.944 -0.116 -6.318
H 4.156 3.500 1.379
H 3.706 0.397 4.270
H -5.201 2.637 5.892
H -5.099 -6.452 -0.042
H 4.829 -3.709 -4.707
H 2.536 3.563 -1.801
H 0.199 2.800 -4.731
H -1.588 -4.586 -2.008
H -4.124 -2.250 -2.431
H 4.795 -1.149 -1.096
H 2.685 1.479 -4.460
H -4.652 -0.642 3.338
H 5.693 -5.457 -3.196
H 1.013 -4.252 -2.579
H -0.696 -0.720 -3.040
H -3.886 2.275 3.837
H -0.428 -2.317 -4.896
H 1.946 2.507 4.586
H -5.874 -3.758 -3.270
H -3.356 -4.928 0.800
H -5.009 -2.271 1.236
H 5.769 1.152 5.394
H -0.358 5.169 -4.556
H 6.184 4.275 2.516
H 1.399 -2.028 -6.534
*
```

Molecular weight = 1282.95 g mol⁻¹
Energy = -184899.8184 eV
E_HOMO (alpha / beta) = -7.278 / -7.282 eV

7.
ORCA calculation (the ωB97M-V functional and the def2-TZVPD basis) on a structure of composition C21H12EuF5N2O3S5 in a non-equilibrium geometry.

The geometry in ORCA input format:
```
! RIJCOSX wB97M-V def2-TZVPD def2/J DEFGRID3
* xyz -2 7
Eu -0.140 1.662 0.251
S -4.472 2.107 3.137
S -2.705 1.890 1.487
S 1.203 1.177 2.910
S -1.458 3.527 1.738
S -4.537 3.945 3.875
F 3.151 -0.777 4.246
F 3.267 -3.419 3.939
F -0.512 -0.619 1.255
F -0.400 -3.280 0.999
F 1.505 -4.723 2.322
O -1.381 2.478 -1.452
O -3.490 4.039 -2.456
O 1.936 0.982 -0.270
N -0.150 0.104 -1.490
N 0.873 -0.824 -1.275
C 1.279 -0.557 2.801
C 1.426 -3.389 2.477
C -2.297 0.538 -2.487
C 0.461 -2.657 1.814
C -1.181 -0.309 -2.134
C -3.317 -0.029 -3.272
C -2.312 1.927 -2.156
C 4.262 -3.195 -0.359
C -4.358 0.736 -3.736
C 3.201 -2.412 -0.789
C 4.927 -1.467 1.173
C 2.222 -1.351 3.461
C -3.300 4.514 -1.106
C -3.404 2.698 -2.667
C 2.309 -2.719 3.304
C -4.390 2.103 -3.421
C 3.867 -0.678 0.741
C 0.412 -1.291 1.995
C 3.005 -1.146 -0.245
C 1.868 -0.253 -0.649
C 5.131 -2.723 0.618
H 5.956 -3.340 0.956
H -5.153 0.294 -4.324
H -1.195 -1.351 -2.463
H 5.578 -1.105 1.959
H -3.878 5.434 -1.039
H 2.500 -2.774 -1.529
H -3.663 3.786 -0.380
H -5.210 2.734 -3.746
H 4.406 -4.182 -0.784
H -2.252 4.693 -0.899
H 3.667 0.291 1.181
H -3.262 -1.086 -3.509
*
```

Molecular weight = 747.63 g mol⁻¹
Energy = -118187.8896 eV
E_HOMO (alpha / beta) = -0.126 / -1.098 eV
ΔE to the lowest compared entry with this formula, charge and spin = 4.162 eV

8.
ORCA calculation (the ωB97M-V functional and the def2-TZVPD basis) on the ion C4H11N2 with charge +1 in a non-equilibrium geometry.

The geometry in ORCA input format:
```
! RIJCOSX wB97M-V def2-TZVPD def2/J DEFGRID3
* xyz 1 1
N -1.834 0.505 -1.655
N 1.373 -1.148 -0.373
C 0.296 0.221 1.388
C -0.971 0.089 0.527
C -1.280 0.964 -0.466
C 1.537 0.122 0.506
H -1.379 2.036 -0.321
H 1.506 0.891 -0.254
H 1.322 -0.902 -1.360
H 2.260 -1.665 -0.372
H 0.279 1.136 1.977
H 0.597 -1.684 0.015
H -1.598 -0.755 0.780
H -2.269 -0.410 -1.559
H -2.450 1.185 -2.090
H 2.398 0.013 1.151
H 0.214 -0.596 2.105
*
```

Molecular weight = 87.15 g mol⁻¹
SMILES string = N/C=C/CC[NH3+]
Energy = -7298.4852 eV
E_HOMO = -11.905 eV
ΔE to the lowest compared entry with this formula, charge and spin = 2.463 eV

9.
ORCA calculation (the ωB97M-V functional and the def2-TZVPD basis) on a cluster of 6 separate species, C40H62BF3N9O5S in total in a non-equilibrium geometry.

The geometry in ORCA input format:
```
! RIJCOSX wB97M-V def2-TZVPD def2/J DEFGRID3
* xyz 1 1
S 4.048 1.402 0.651
F 4.373 -3.774 -2.702
F 4.787 -2.227 -4.198
F 5.756 -2.161 -2.245
O 5.383 2.666 -5.628
O 0.199 -1.577 -1.454
O 1.080 4.364 -2.796
O 3.547 -1.730 -2.436
O -0.507 0.299 1.705
N 3.330 3.031 -6.680
N 1.453 1.448 0.337
N -1.735 6.492 3.128
N -0.720 5.181 0.351
N 5.209 -6.234 1.611
N 1.861 -2.905 -0.272
N -5.937 -1.335 1.317
N -2.884 -4.577 -1.195
N -9.608 -4.361 5.378
C -2.715 7.444 3.186
C -8.978 -2.472 6.343
C 0.132 2.677 -1.341
C -6.798 -1.577 2.350
C 5.255 -5.908 -0.580
C -6.210 -1.130 3.503
C -0.397 1.692 1.979
C -4.805 -0.732 1.793
C 2.429 -0.397 1.792
C 2.406 -0.380 -0.861
C 4.530 2.269 -6.394
C -0.225 5.205 -1.009
C -1.387 7.638 4.990
C 0.932 2.244 1.441
C 4.639 0.938 -7.100
C -4.149 -4.791 -2.996
C 2.718 1.387 -2.837
C -0.919 6.606 4.223
C -10.281 -4.290 6.567
C 1.797 0.685 -1.808
C 1.100 1.641 -0.889
C -8.809 -3.259 5.235
C 2.428 0.935 -4.288
C 3.783 -0.842 2.318
C 4.144 -0.578 3.585
C -9.913 -3.128 7.189
C 4.692 -5.477 0.592
C 1.679 1.974 -5.116
C 2.467 0.388 0.474
C 3.762 -0.922 -1.287
C 6.090 -7.146 1.101
C -3.087 -5.327 -2.323
C -2.528 8.170 4.332
C 2.491 3.209 -5.481
C 4.605 -2.462 -2.878
C -4.943 -0.592 3.149
C 0.745 4.097 -1.440
C 6.142 -6.969 -0.255
C -3.803 -3.563 -1.146
C -4.605 -3.670 -2.249
B 1.431 -1.667 -0.883
H -0.219 2.368 -2.320
H 3.772 1.202 -2.663
H -3.458 7.523 2.411
H 2.594 2.466 -2.822
H -1.041 5.249 -1.725
H 4.179 -1.472 -0.447
H -6.108 -1.565 0.355
H 1.790 4.006 -5.703
H -0.486 -0.190 2.528
H -10.961 -5.068 6.866
H 4.670 0.131 -6.375
H -1.258 2.160 1.507
H 5.186 -0.443 3.839
H 3.359 0.646 -4.764
H 4.480 -0.145 -1.519
H 5.056 -5.516 -1.557
H -3.139 8.992 4.661
H -1.300 4.380 0.554
H -0.686 2.693 -0.625
H -8.487 -1.532 6.528
H 0.318 6.139 -1.126
H 1.253 1.528 -6.011
H -9.689 -5.106 4.713
H -5.427 -3.020 -2.497
H 4.481 -1.367 1.681
H -2.173 -4.748 -0.509
H -4.557 -5.159 -3.922
H 2.035 0.250 2.566
H 6.748 -7.537 -0.940
H 5.531 0.931 -7.716
H 0.006 5.312 1.038
H -6.639 -1.180 4.489
H 3.127 3.500 -4.637
H 6.602 -7.840 1.744
H -3.806 -2.858 -0.331
H -0.452 1.830 3.053
H 1.097 -3.418 0.150
H -0.079 5.946 4.363
H -7.752 -2.044 2.176
H 3.680 3.949 -6.935
H 0.825 2.326 -4.536
H -1.630 5.817 2.395
H -2.460 -6.173 -2.547
H -4.219 -0.153 3.815
H 1.676 4.149 -0.870
H 1.823 0.029 -4.289
H 3.763 0.781 -7.718
H 1.669 2.174 2.236
H 1.986 4.670 -2.846
H 2.523 -2.758 0.479
H -0.360 -2.321 -1.219
H -4.002 -0.456 1.129
H 4.977 -6.136 2.581
H 4.156 1.855 -0.611
H -8.193 -3.131 4.362
H 0.961 0.343 -2.419
H -10.273 -2.784 8.144
H -0.961 7.976 5.919
H 1.751 -1.247 1.731
H 3.970 -4.703 0.786
H 0.888 3.293 1.184
H 3.402 -0.464 4.363
*
```

Molecular weight = 848.87 g mol⁻¹
Energy = -85791.7797 eV
E_HOMO = -9.446 eV

10.
ORCA calculation (the ωB97M-V functional and the def2-TZVPD basis) on an isolated molecule of C4H10OSSi in a non-equilibrium geometry.

The geometry in ORCA input format:
```
! RIJCOSX wB97M-V def2-TZVPD def2/J DEFGRID3
* xyz 0 1
S 2.747 -0.655 0.434
Si -0.247 -0.055 0.011
O 4.027 -0.972 -0.325
C -0.321 1.856 -0.076
C 1.457 -0.873 -0.592
C -1.521 -0.681 -1.254
C -0.310 -0.323 1.818
H -0.405 2.235 0.885
H -1.334 -0.016 2.134
H -0.130 -1.395 2.182
H -1.936 -1.741 -1.062
H 1.571 -1.267 -1.661
H -0.964 -0.672 -2.208
H -1.226 1.942 -0.696
H 0.648 2.314 -0.465
H -2.436 -0.025 -1.383
H 0.381 0.328 2.258
*
```

Molecular weight = 134.28 g mol⁻¹
Energy = -25069.2921 eV
E_HOMO (alpha / beta) = -9.234 / -9.233 eV
ΔE to the lowest compared entry with this formula, charge and spin = 1.983 eV

11.
ORCA calculation (the ωB97M-V functional and the def2-TZVPD basis) on a cluster of 4 separate species, C23H50BN2O7Si in total in a non-equilibrium geometry.

The geometry in ORCA input format:
```
! RIJCOSX wB97M-V def2-TZVPD def2/J DEFGRID3
* xyz 1 1
Si -1.581 -1.009 -1.123
O 2.769 0.538 3.667
O 1.155 -0.811 5.226
O -1.708 0.007 4.622
O 5.588 -1.976 -1.908
O 3.270 -3.154 0.466
O -3.141 3.274 -3.442
O 2.936 0.750 6.187
N 2.241 -4.237 -1.456
N 1.618 -1.153 2.103
C -2.758 -0.440 6.738
C 5.905 -0.632 -2.258
C 0.909 1.496 1.984
C -3.497 3.553 -4.794
C -0.353 -0.458 0.236
C 0.629 -1.580 0.995
C -2.731 -2.388 -0.321
C 1.779 0.260 2.612
C 4.892 -0.124 -3.272
C 0.677 -3.179 0.638
C -0.387 3.855 0.443
C -0.147 1.115 0.768
C -2.616 0.539 5.583
C -3.672 5.053 -4.969
C 2.402 -3.304 -2.634
C -2.766 0.306 -1.835
C 2.103 -3.513 -0.138
C 1.179 -5.290 -1.672
C -2.109 1.890 6.061
C 5.914 0.227 -1.004
C -0.639 -1.788 -2.661
C -0.979 2.364 0.111
C -4.771 2.802 -5.145
B 2.262 0.146 4.998
H -0.780 4.584 -0.415
H -0.269 -3.615 0.117
H 4.889 -0.759 -4.164
H 0.761 -3.744 1.687
H 5.118 0.904 -3.574
H -5.598 3.104 -4.492
H -2.195 1.026 -2.592
H 1.228 -1.154 6.180
H 1.388 -5.760 -2.750
H 6.904 -0.637 -2.708
H -2.346 -3.473 -0.581
H -0.902 2.234 -1.073
H 1.308 -6.190 -0.916
H -2.120 2.366 0.372
H 1.672 -3.668 -3.489
H -0.871 4.258 1.442
H 0.790 3.917 0.486
H 4.935 0.211 -0.512
H 0.308 -1.104 -2.881
H -3.865 3.582 -2.872
H 6.639 -0.157 -0.279
H -1.791 -0.616 7.223
H 0.076 -4.902 -1.654
H -3.112 -1.412 6.377
H -1.387 -1.840 -3.572
H 6.170 1.265 -1.239
H -2.000 2.581 5.218
H -2.794 2.333 6.791
H -5.063 2.983 -6.184
H -2.676 3.202 -5.428
H 3.495 -3.310 -3.069
H 4.703 -1.981 -1.508
H -3.931 5.302 -6.003
H -3.310 0.970 -1.024
H -3.818 -2.286 -0.776
H -1.119 1.796 6.522
H -0.344 -2.869 -2.322
H 2.384 0.536 7.004
H 2.119 -2.214 -2.244
H -0.846 -0.107 5.054
H 3.877 -0.152 -2.860
H -4.635 1.724 -5.003
H -4.459 5.436 -4.310
H 1.082 2.564 2.428
H -2.806 -2.164 0.825
H 2.252 -1.881 2.553
H -3.584 0.664 5.086
H -3.462 -0.067 7.488
H -3.637 -0.206 -2.462
H -2.751 5.582 -4.701
*
```

Molecular weight = 505.56 g mol⁻¹
Energy = -50515.3704 eV
E_HOMO = -11.724 eV